(A)
One molecule with the formula C7H12N2O5, computed with ωB97M-V/def2-TZVPD.

Geometry (Å):
1 C -0.0129 -3.5194 1.0557
2 C 0.0784 -2.5647 -0.2037
3 N -0.2555 -1.0671 0.3379
4 C 0.5721 -0.1850 1.0688
5 O 1.3071 -0.6241 1.9692
6 C 0.2815 1.2378 0.9160
7 N 0.8000 2.0281 2.0080
8 C 0.7778 1.9747 -0.3989
9 C 0.2146 3.2254 -0.8367
10 O -0.1868 3.5145 -1.9719
11 O 0.3788 4.2269 0.0296
12 C -0.9073 -2.7213 -1.2496
13 O -0.7862 -3.5365 -2.1573
14 O -2.1832 -2.0712 -1.2140
15 H 0.5231 -2.8652 1.8165
16 H -1.0669 -3.5610 1.5018
17 H 0.6024 -4.4970 0.7364
18 H 1.2207 -2.5077 -0.6112
19 H -0.8032 -0.6760 -0.3851
20 H -0.8984 1.4280 0.9673
21 H 1.4543 1.3980 2.5441
22 H 0.0783 2.0918 2.7853
23 H 1.9066 2.1328 -0.5494
24 H 0.5071 1.3705 -1.3847
25 H 0.6006 4.0272 0.9106
26 H -2.1996 -1.8305 -0.1058

Values from the calculation:
**Charge**: 0
**SMILES string**: C[C@H](NC(=O)[C@@H](N)CC(=O)O)C(=O)O
**HOMO-LUMO gap**: 10.40 eV
**LUMO energy**: -0.15 eV


(B)
One molecule with the formula C7H12N2O5, computed with ωB97M-V/def2-TZVPD.

Geometry (Å):
1 C 2.3897 1.0762 -0.9695
2 C 1.1113 0.2730 -1.4297
3 N 0.8835 -0.7185 -0.4859
4 C -0.0413 -0.6517 0.5697
5 O 0.0257 -1.4253 1.5111
6 C -1.2028 0.3060 0.3273
7 N -1.9783 0.0437 -0.9360
8 C -2.1153 0.0853 1.5482
9 C -1.4357 0.5204 2.8659
10 O -1.5766 -0.0124 3.9398
11 O -0.7771 1.6713 2.6799
12 C 1.4868 -0.4182 -2.7463
13 O 2.0413 -1.4905 -2.6494
14 O 1.0997 0.1719 -3.8751
15 H 2.2055 1.4741 0.0310
16 H 2.6857 2.0251 -1.5571
17 H 3.3484 0.4756 -0.8880
18 H 0.2603 0.8912 -1.4529
19 H 1.3362 -1.6017 -0.6102
20 H -0.8824 1.3549 0.1832
21 H -1.2598 -0.0579 -1.6804
22 H -2.5039 -0.8286 -0.9639
23 H -3.0767 0.6852 1.5300
24 H -2.3682 -0.9939 1.5482
25 H -0.5254 1.8289 3.5811
26 H 0.7831 1.0046 -3.6110

Values from the calculation:
**Charge**: 0
**SMILES string**: C[C@H](NC(=O)[C@@H](N)CC(=O)O)C(=O)O
**HOMO-LUMO gap**: 10.01 eV
**LUMO energy**: 0.20 eV


Energies in hartree, measured from the most stable structure: (A) 0.0903; (B) 0.0000.


(A)
An isolated ion of composition C3H8NS and charge +1, computed with ωB97M-V/def2-TZVPD.

Geometry (Å):
1 C 0.8837 -0.8381 -0.5998
2 C 0.0605 -0.0394 0.4814
3 N 0.0478 1.5041 0.1793
4 C -1.2597 -0.6750 0.5179
5 S -2.5302 -0.1925 -0.2931
6 H 0.1860 -1.2244 -1.4580
7 H 1.5033 -1.7630 -0.2889
8 H 1.5946 -0.1794 -1.0600
9 H 0.5220 -0.1663 1.5358
10 H -0.3715 1.8376 1.0443
11 H -0.5297 1.5782 -0.6874
12 H 1.0781 1.8291 -0.1798
13 H -1.1848 -1.6710 0.8081

Values from the calculation:
**Charge**: +1
**SMILES string**: C[C@@H]([NH3+])C=S
**HOMO-LUMO gap**: 8.81 eV
**LUMO energy**: -4.66 eV


(B)
An isolated ion of composition C3H8NS and charge +1, computed with ωB97M-V/def2-TZVPD.

Geometry (Å):
1 C -1.5524 0.9081 0.4551
2 C -0.0827 0.7849 0.1213
3 C 0.8277 -0.1770 -0.1877
4 N 0.4563 -1.6217 0.1604
5 S 2.5316 0.1617 -0.7694
6 H -1.7237 1.6820 1.1990
7 H -1.8675 -0.0898 0.8419
8 H -2.1196 1.2585 -0.5263
9 H 0.2682 1.8588 -0.2906
10 H -0.2214 -1.3952 1.0077
11 H 1.2539 -2.2279 0.2572
12 H -0.0379 -2.1664 -0.5832
13 H 2.2675 1.0241 -1.6854

Values from the calculation:
**Charge**: +1
**SMILES string**: C/C=C(\[NH3+])S
**HOMO-LUMO gap**: 9.61 eV
**LUMO energy**: -3.94 eV


Energies in hartree, measured from the most stable structure: (A) 0.0000; (B) 0.0120.


(A)
An isolated ion of composition C3H8NS and charge +1, computed with ωB97M-V/def2-TZVPD.

Geometry (Å):
1 S -2.3648 0.1333 0.1051
2 C -0.6932 -0.0605 -0.5020
3 C 0.4409 1.1134 0.1341
4 C 1.3055 -0.1116 0.3549
5 N 0.1394 -1.0849 0.1823
6 H -3.0486 0.6764 -0.7870
7 H -0.5834 -0.1945 -1.5353
8 H 0.0103 1.5805 1.0587
9 H 0.7707 1.6383 -0.7611
10 H 2.1587 -0.2145 -0.4522
11 H 1.6729 -0.4380 1.3380
12 H 0.3921 -1.8971 -0.2743
13 H -0.2004 -1.1409 1.1387

Values from the calculation:
**Charge**: +1
**SMILES string**: S[C@H]1CC[NH2+]1
**HOMO-LUMO gap**: 10.16 eV
**LUMO energy**: -3.63 eV


(B)
A 2-piece molecular cluster, C3H8NS overall, computed with ωB97M-V/def2-TZVPD.

Geometry (Å):
1 C -3.3416 0.1703 0.4976
2 C 1.0871 0.2357 0.1938
3 C 1.2274 -1.0592 -0.4492
4 N 1.4178 1.3498 -0.3603
5 S -2.1613 0.1009 -0.5882
6 H -3.1578 0.5268 1.5025
7 H -4.3367 -0.1944 0.2779
8 H 0.6969 0.2718 1.2070
9 H 1.6140 -0.9935 -1.4622
10 H 0.2618 -1.5688 -0.4550
11 H 1.8780 -1.6980 0.1549
12 H 1.7702 1.3695 -1.3147
13 H 1.3255 2.2411 0.1137

Values from the calculation:
**Charge**: +1
**HOMO-LUMO gap**: 7.84 eV
**LUMO energy**: -4.72 eV


Energies in hartree, measured from the most stable structure: (A) 0.0416; (B) 0.0000.


(A)
One molecule with the formula C2H6N4O, computed with ωB97M-V/def2-TZVPD.

Geometry (Å):
1 N -1.3919 1.0834 1.1306
2 N -1.2256 -0.0779 1.7889
3 C -0.4498 -0.9284 1.2589
4 O 0.0527 -0.7815 0.0090
5 C 0.9630 0.2529 -0.0855
6 N 1.5379 0.4604 -1.1930
7 N 1.2893 -0.4904 -2.1423
8 H -2.1456 1.5898 1.5742
9 H -1.5019 1.0069 0.1468
10 H -0.1646 -1.8427 1.8213
11 H 1.1878 0.8811 0.7776
12 H 1.4261 -0.1600 -3.0505
13 H 0.4227 -0.9936 -2.0359

Values from the calculation:
**Charge**: 0
**SMILES string**: N/N=C\O/C=N\N
**HOMO-LUMO gap**: 9.69 eV
**LUMO energy**: 0.95 eV


(B)
One molecule with the formula C2H6N4O, computed with ωB97M-V/def2-TZVPD.

Geometry (Å):
1 H -0.0352 3.0729 -0.3520
2 N -0.0208 1.8055 -0.2510
3 C -1.0652 1.0220 0.0006
4 N -0.8249 -0.2836 0.3056
5 O -2.0866 -0.9865 0.1405
6 C 0.3324 -1.0329 -0.2496
7 N 1.6765 -0.9123 -0.3319
8 N 2.2452 0.0260 0.4323
9 H -2.0016 1.4129 0.3185
10 H -2.6287 -0.2832 -0.6156
11 H -0.3679 -1.9869 -0.5436
12 H 1.4716 0.9241 0.6108
13 H 3.1194 0.3682 -0.1332

Values from the calculation:
**Charge**: 0
**SMILES string**: [H]/N=C/N(O)/C=N\N
**HOMO-LUMO gap**: 8.14 eV
**LUMO energy**: -0.04 eV


(C)
One molecule with the formula C2H6N4O, computed with ωB97M-V/def2-TZVPD.

Geometry (Å):
1 C -1.2599 -0.3435 0.1339
2 C -0.5858 1.0661 0.5690
3 N -2.3676 -0.2646 -0.4359
4 N 0.7201 0.9468 0.0193
5 N 1.1625 -0.2026 0.4616
6 N 2.1301 -0.7301 -0.2211
7 O -0.5599 -1.3487 0.3991
8 H -1.0663 1.8939 0.1579
9 H -0.6986 1.0767 1.7067
10 H -2.7571 -1.1651 -0.5064
11 H 0.6945 1.2494 -1.0694
12 H 2.4867 -1.5975 -0.0149
13 H 2.1013 -0.5808 -1.2000

Values from the calculation:
**Charge**: 0
**HOMO-LUMO gap (spin up / spin down)**: 8.54 / 8.55 eV
**LUMO energy (spin up / spin down)**: -0.03 / -0.03 eV


Energies in hartree, measured from the most stable structure: (A) 0.0000; (B) 0.1634; (C) 0.0549.


(A)
A 2-piece molecular cluster, C6H15NO overall, computed with ωB97M-V/def2-TZVPD.

Geometry (Å):
1 C -2.6201 -0.8625 1.2941
2 C -1.6807 -0.3460 0.4388
3 C -0.5411 -1.1183 -0.1061
4 C 0.9009 -0.6690 0.2961
5 C 1.9466 -1.5454 -0.3486
6 N 1.0168 0.7232 -0.0313
7 C 0.8338 1.6156 1.1320
8 H -3.4262 -0.2863 1.6649
9 H -2.6111 -1.8883 1.6232
10 H -1.7410 0.6837 0.2026
11 H -0.6309 -2.1433 0.2379
12 H -0.5438 -1.1381 -1.1430
13 H 0.8421 -0.8676 1.4242
14 H 2.9209 -1.1643 0.0781
15 H 1.7838 -2.5502 -0.1302
16 H 1.8014 -1.5030 -1.4503
17 H 1.8632 0.9531 -0.3947
18 H 0.9790 2.6315 0.7789
19 H 1.6437 1.3674 2.0584
20 H -0.0996 1.6023 1.5823
21 O -0.2290 1.6996 -2.3453
22 H -1.2220 1.8332 -2.2871
23 H 0.1190 1.3637 -1.5017

Values from the calculation:
**Charge**: 0
**SMILES string**: C=CC[C@@H](C)NC.O
**HOMO-LUMO gap**: 10.13 eV
**LUMO energy**: 0.98 eV


(B)
A 2-piece molecular cluster, C6H15NO overall, computed with ωB97M-V/def2-TZVPD.

Geometry (Å):
1 C -0.3329 -0.8617 -2.9810
2 C -0.6573 0.1729 -2.1893
3 C 0.2180 0.7704 -1.1155
4 C -0.5951 0.5945 0.1654
5 C 0.0545 1.2642 1.3714
6 C -0.3544 0.4889 2.6373
7 N 1.5168 1.0807 1.1778
8 H -0.9956 -1.3036 -3.6862
9 H 0.5011 -1.5592 -2.8645
10 H -1.4482 0.7376 -2.6738
11 H 0.2668 1.8266 -1.3669
12 H 1.1658 0.2160 -1.0164
13 H -1.6194 0.9773 -0.0120
14 H -0.8260 -0.4851 0.3099
15 H -0.1788 2.3275 1.3551
16 H -1.3922 0.7543 2.9133
17 H 0.2325 0.6138 3.5400
18 H -0.4309 -0.6097 2.5550
19 H 2.0037 1.7961 1.7164
20 H 1.8803 0.2791 1.6906
21 O 0.2856 -2.7575 -0.2582
22 H 1.0949 -3.2860 -0.3848
23 H -0.3894 -3.0370 -0.8834

Values from the calculation:
**Charge**: 0
**SMILES string**: C=CCC[C@@H](C)N.O
**HOMO-LUMO gap**: 9.77 eV
**LUMO energy**: 0.84 eV


Energies in hartree, measured from the most stable structure: (A) 0.0039; (B) 0.0000.


(A)
A 2-piece molecular cluster, C6H15NO overall, computed with ωB97M-V/def2-TZVPD.

Geometry (Å):
1 C 0.4673 0.8267 -0.7427
2 C -0.2880 0.4357 0.2884
3 C -1.0176 1.4802 1.1090
4 C -2.5453 1.4713 0.7387
5 C -0.2520 -0.9960 0.8161
6 C -1.5575 -1.7537 0.7312
7 N -1.9845 -1.7415 -0.7014
8 H 0.9506 0.1304 -1.4263
9 H 0.4288 1.8808 -0.9589
10 H -0.7438 2.5143 0.8121
11 H -0.8552 1.3599 2.2130
12 H -3.0924 2.3643 1.0110
13 H -2.7522 1.3418 -0.3343
14 H -3.0727 0.6307 1.1284
15 H 0.2741 -1.0595 1.7504
16 H 0.4517 -1.5004 0.1311
17 H -2.2571 -1.2544 1.3709
18 H -1.5970 -2.8079 0.9760
19 H -2.4306 -2.5811 -1.0172
20 H -1.4356 -1.2478 -1.3755
21 O 6.1568 0.2351 -1.6140
22 H 5.2511 0.5020 -1.3985
23 H 6.2505 0.2710 -2.5725

Values from the calculation:
**Charge**: 0
**SMILES string**: C=C(CC)CCN.O
**HOMO-LUMO gap**: 9.41 eV
**LUMO energy**: 0.70 eV


(B)
A 2-piece molecular cluster, C6H15NO overall, computed with ωB97M-V/def2-TZVPD.

Geometry (Å):
1 C -1.8392 1.3238 1.3881
2 C -0.8689 0.8131 2.1275
3 C 0.4366 0.2551 1.6111
4 C 0.9501 0.8851 0.3345
5 N 0.2870 0.3948 -0.8692
6 C 1.1263 -0.1614 -1.9419
7 C 1.1787 -1.6798 -1.7974
8 H -2.8162 1.5788 1.7914
9 H -1.7700 1.5786 0.3348
10 H -1.0633 0.5942 3.1734
11 H 0.3364 -0.8276 1.5377
12 H 1.1475 0.4176 2.4269
13 H 2.0120 0.6692 0.2324
14 H 0.9763 1.9770 0.4103
15 H -0.4324 1.0087 -1.2159
16 H 2.1315 0.2568 -1.8783
17 H 0.6403 0.1215 -2.8723
18 H 1.7791 -2.1680 -2.5714
19 H 1.5599 -1.9278 -0.8083
20 H 0.1790 -2.0948 -1.9303
21 O -2.0972 -1.3843 0.2400
22 H -2.5386 -0.5721 0.5153
23 H -1.3150 -1.0583 -0.2385

Values from the calculation:
**Charge**: 0
**SMILES string**: C=CCCNCC.O
**HOMO-LUMO gap**: 9.99 eV
**LUMO energy**: 0.97 eV


Energies in hartree, measured from the most stable structure: (A) 0.0090; (B) 0.0000.